Below is a molecular structure, C13H52O13 at a distorted geometry, with properties calculated with ωB97M-V/def2-TZVPD.

The HOMO energy is -0.3031 Eh. For the energy above the lowest of the compared OMol25 structures with the same formula, charge and spin, the calculation gives 2278.7 kJ/mol. Its lowest unoccupied orbital energy is -0.23 eV.

```
78
C13H52O13 (ωB97M-V/def2-TZVPD)
C -0.359 -2.580 -1.190
O -0.509 -2.253 0.198
H 0.003 -1.722 -1.757
H 0.320 -3.423 -1.318
H -1.370 -2.895 -1.448
H -0.618 -3.071 0.688
C -2.580 0.610 1.675
O -3.837 0.012 2.043
H -1.795 0.010 2.135
H -2.422 0.540 0.598
H -2.473 1.625 2.057
H -3.921 -0.848 1.624
C -2.948 -2.339 1.089
O -4.169 -1.668 0.911
H -2.104 -1.748 0.734
H -2.758 -2.775 2.070
H -2.895 -3.114 0.324
H -4.880 -2.297 0.766
C -0.681 0.306 -2.859
O -1.969 0.576 -3.386
H -0.315 -0.688 -3.112
H 0.059 0.956 -3.326
H -0.620 0.547 -1.797
H -2.655 0.144 -2.872
C 0.337 0.184 0.073
O -0.932 -0.378 0.203
H 0.942 -0.325 -0.678
H 0.265 1.235 -0.209
H 0.880 0.074 1.011
H -0.856 -1.334 0.224
C 2.597 -1.776 0.233
O 2.759 -3.134 -0.242
H 3.039 -1.112 -0.509
H 1.536 -1.529 0.184
H 3.066 -1.540 1.188
H 2.419 -3.240 -1.133
C -0.012 3.336 0.556
O 1.287 3.117 0.996
H -0.558 3.902 1.311
H -0.071 4.007 -0.301
H -0.615 2.465 0.297
H 1.222 2.446 1.680
C 2.946 0.019 -2.220
O 2.109 0.442 -3.327
H 2.319 0.027 -1.329
H 3.414 -0.960 -2.326
H 3.685 0.816 -2.145
H 1.853 1.364 -3.249
C -2.984 -0.775 -1.305
O -3.359 -0.703 -2.635
H -2.938 0.273 -1.008
H -3.689 -1.324 -0.681
H -2.007 -1.253 -1.241
H -4.163 -1.214 -2.757
C 1.608 2.630 -1.757
O 1.915 2.472 -3.126
H 0.908 3.459 -1.646
H 1.095 1.766 -1.334
H 2.554 2.772 -1.234
H 2.494 3.188 -3.397
C 0.104 -1.771 2.678
O -0.062 -2.205 4.019
H -0.821 -1.399 2.237
H 0.737 -0.884 2.696
H 0.540 -2.583 2.096
H -0.604 -1.556 4.474
C -0.061 1.540 2.769
O 1.266 1.698 2.317
H -0.311 2.102 3.670
H -0.809 1.733 2.001
H -0.204 0.486 3.008
H 1.814 1.169 2.902
C 2.792 1.480 0.446
O 4.063 0.986 0.079
H 2.019 1.393 -0.318
H 2.441 0.858 1.269
H 2.904 2.504 0.804
H 4.625 1.144 0.841
```

These are the Löwdin partial charges, in e, on atoms 1 to 8: 0.015 -0.106 0.086 0.108 0.109 0.144 -0.142 -0.094

---

Below is a single CH4N2O molecule at a distorted geometry, with properties calculated with ωB97M-V/def2-TZVPD.

The HOMO energy is -0.3826 Eh. As for the structure (SMILES): [H]/N=C/ON. For the energy above the lowest of the compared OMol25 structures with the same formula, charge and spin, the calculation gives 405.3 kJ/mol. Its lowest unoccupied orbital energy is 0.40 eV.

```
8
CH4N2O (ωB97M-V/def2-TZVPD)
H 1.374 -1.591 1.947
N 1.253 -1.261 0.978
C 0.904 -0.115 0.821
O 0.743 0.344 -0.418
N -0.820 0.981 -0.494
H 0.708 0.691 1.644
H -0.510 1.907 -0.807
H -0.948 1.089 0.540
```

Charges in e, computed with Löwdin, in the same order as the atoms: 0.072 0.132 -0.478 -0.116 0.132 0.146 0.063 0.049

---

Below is 2 unconnected molecules or ions with the total composition C17H36N3O3P at a distorted geometry, with properties calculated with ωB97M-V/def2-TZVPD.

The HOMO energy is -0.1518 Eh. Its lowest unoccupied orbital energy is -2.40 eV.

```
60
C17H36N3O3P (ωB97M-V/def2-TZVPD)
C 1.737 -1.762 -3.472
C 2.497 -0.700 -4.336
C 2.681 0.656 -3.587
C 1.637 1.714 -4.068
C 0.465 1.958 -3.072
C -0.849 2.329 -3.839
C -2.126 1.655 -3.327
N -2.277 0.214 -3.686
O -1.200 -0.675 -3.121
C -1.395 -0.865 -1.755
N -1.819 -0.753 -0.722
P -2.488 -0.097 -5.431
O -1.282 0.110 -6.221
H 2.480 -2.437 -3.039
H 1.028 -2.287 -4.117
H 1.198 -1.252 -2.668
H 1.944 -0.562 -5.272
H 3.474 -1.096 -4.636
H 2.676 0.523 -2.501
H 3.656 1.030 -3.924
H 2.189 2.659 -4.162
H 1.286 1.446 -5.069
H 0.344 1.142 -2.355
H 0.758 2.836 -2.483
H -1.002 3.404 -3.678
H -0.679 2.204 -4.911
H -2.258 1.829 -2.256
H -2.974 2.175 -3.811
H -3.145 -0.111 -3.225
H -2.832 -1.472 -5.473
H -3.639 0.630 -5.849
C 1.631 -0.427 2.295
C 0.582 0.312 3.150
C -0.823 -0.026 2.631
C -1.301 -1.451 2.913
C -0.677 -2.058 4.176
C -0.165 -1.031 5.198
N 0.799 -0.153 4.531
O 1.323 0.740 5.326
C 0.569 -1.826 6.282
C -1.348 -0.306 5.850
C 0.780 1.808 2.927
H 2.641 -0.177 2.623
H 1.546 -0.152 1.239
H 1.520 -1.511 2.363
H -1.543 0.671 3.071
H -0.873 0.155 1.555
H -2.390 -1.445 3.002
H -1.078 -2.095 2.059
H -1.396 -2.732 4.646
H 0.159 -2.696 3.873
H 1.454 -2.317 5.872
H -0.081 -2.601 6.695
H 0.887 -1.189 7.107
H -2.010 -1.028 6.334
H -1.949 0.256 5.134
H -1.011 0.390 6.619
H 0.648 2.046 1.869
H 1.781 2.135 3.207
H 0.055 2.396 3.493
```

These are the Löwdin partial charges, in e, on atoms 1 to 8: -0.101 -0.238 -0.197 -0.190 -0.173 -0.172 -0.172 -0.232